Below is C27H28N9O2STi as an isolated structure, with properties calculated with wB97M-V/def2-TZVPD.

Structure (ORCA input):
```
! wB97M-V def2-TZVPD RIJCOSX def2/J DEFGRID3
* xyz 1 3
Ti -0.1378 0.2244 -0.0684
C -2.1212 -0.4770 -2.3830
N -2.0394 -0.9510 -0.9966
C -1.9019 -2.4056 -0.9500
C -0.4849 -2.8564 -1.1926
C -0.1975 -4.1947 -1.4293
C 1.1147 -4.5710 -1.6285
C 2.0985 -3.5957 -1.5921
C 1.7272 -2.2879 -1.3473
N 0.4586 -1.9198 -1.1433
C -3.2095 -0.5331 -0.2140
C -2.8939 -0.6143 1.2544
C -3.8609 -0.8984 2.2060
C -3.5052 -0.8999 3.5428
C -2.1904 -0.6251 3.8810
C -1.2869 -0.3573 2.8702
N -1.6248 -0.3521 1.5778
C -2.0096 1.0245 -2.4381
C -2.5711 1.7623 -3.4634
C -2.3842 3.1375 -3.4790
C -1.6624 3.7244 -2.4556
C -1.1507 2.9194 -1.4534
N -1.3073 1.5913 -1.4470
H -3.0452 -0.8094 -2.8705
H -1.2868 -0.9174 -2.9338
H -2.5696 -2.8867 -1.6746
H -2.2147 -2.7549 0.0353
H -0.9968 -4.9274 -1.4627
H 1.3679 -5.6068 -1.8186
H 3.1388 -3.8453 -1.7576
H 2.4568 -1.4934 -1.3108
H -4.0969 -1.1285 -0.4568
H -3.4406 0.5035 -0.4561
H -4.8780 -1.1121 1.9004
H -4.2408 -1.1137 4.3079
H -1.8681 -0.6185 4.9145
H -0.2525 -0.1342 3.0820
H -3.1424 1.2673 -4.2399
H -2.8022 3.7375 -4.2776
H -1.4844 4.7907 -2.4258
H -0.5783 3.3286 -0.6373
N 1.1663 2.2274 3.1727
C 1.0888 2.4829 1.8247
O 0.1384 1.9620 1.1746
C 2.0857 3.2902 1.2414
C 3.1606 3.7596 2.0371
N 4.0295 4.0602 2.7378
C 1.9474 3.7114 -0.0999
N 1.8075 4.0692 -1.1898
H 0.2883 1.9736 3.5927
H 1.7439 2.8455 3.7234
S 3.0091 1.7211 -3.3927
C 3.8171 1.3696 -1.9325
C 2.9195 0.9639 -1.0016
N 1.6213 0.8679 -1.4480
C 1.5393 1.2158 -2.7041
H 4.8778 1.5315 -1.8118
H 3.1399 0.7350 0.0275
H 0.6141 1.2292 -3.2632
C 3.2432 -0.7827 2.7911
C 2.0420 -1.2670 2.0368
N 1.6565 -2.5356 2.2336
O 1.4423 -0.5335 1.2505
H 3.3950 -1.3296 3.7213
H 3.1235 0.2789 2.9959
H 4.1302 -0.9189 2.1657
H 2.1540 -3.1461 2.8568
H 0.8929 -2.9052 1.6914
*
```

The value obtained for the molecular weight is 590.5 g mol⁻¹. The total energy comes out at -79909.2452 eV. Its HOMO-LUMO gap (alpha / beta) is 0.241 / 0.280 Eh. The expectation value of S² is 2.004. The value obtained for the energy above the lowest of the compared OMol25 structures with the same formula, charge and spin is 0.0 kcal per mole. For the LUMO energy (alpha / beta), the calculation gives -2.276 / -2.327 eV.

=====

Below is C12H15BeF4N2S4 as an isolated structure, with properties calculated with wB97M-V/def2-TZVPD.

Structure (ORCA input):
```
! wB97M-V def2-TZVPD RIJCOSX def2/J DEFGRID3
* xyz -1 1
Be 0.5460 -0.0014 -0.8167
C -2.2892 0.9069 -1.6922
C -1.2662 2.0482 -1.6675
N -0.1012 1.7763 -0.7571
C 0.9958 2.7403 -1.1313
C 2.2499 2.6501 -0.2461
C -0.5547 1.9641 0.6354
C -1.0420 0.6376 1.1850
N -0.3646 -0.4750 0.4815
C -0.3240 -1.7180 1.0538
C -0.3312 -2.9338 0.2547
F -0.2965 -2.8427 -1.1083
C -0.1989 -4.1472 0.8847
F 0.0306 -5.2192 0.1363
C -0.2933 -4.3088 2.2757
C -0.2404 -3.2047 3.0357
F -0.1519 -3.2099 4.3645
C -0.2050 -1.9699 2.4306
F -0.0808 -0.8870 3.2793
H -2.8392 0.9112 -2.6707
H -2.9934 1.1472 -0.8686
H -1.7619 -0.0630 -1.5538
H -1.7348 3.0021 -1.4641
H -0.8503 2.1632 -2.6689
H 0.5978 3.8026 -1.1021
H 1.1853 2.5377 -2.1831
H 2.1281 2.5240 0.8041
H 2.8288 3.5826 -0.4569
H 2.8361 1.8046 -0.6216
H -1.3561 2.7503 0.6432
H 0.2696 2.3881 1.2227
H -2.1381 0.6001 1.0241
H -0.8210 0.5899 2.2441
H -0.3211 -5.2957 2.7177
S 0.7379 -0.2562 -2.8691
S 2.0082 -1.7758 -3.0917
S 3.5982 -1.4094 -1.6385
S 2.5433 -0.8094 -0.0648
*
```

The value obtained for the molecular weight is 400.5 g mol⁻¹. The total energy comes out at -70284.2825 eV. Its HOMO-LUMO gap is 0.219 Eh. For the LUMO energy, the calculation gives 2.734 eV.

=====

Below is a 14-piece molecular cluster, C30H91N3O23 overall, with properties calculated with wB97M-V/def2-TZVPD.

Structure (ORCA input):
```
! wB97M-V def2-TZVPD RIJCOSX def2/J DEFGRID3
* xyz 0 1
C 2.1803 -5.6483 -3.5329
C 1.8619 -6.8206 -2.5936
C 1.3824 -6.2975 -1.1469
O 0.4220 -5.2464 -1.3360
C 0.0120 -4.4766 -0.1779
N 0.8306 -7.6272 -3.1686
H 1.6551 -4.7016 -3.4059
H 2.1359 -5.8247 -4.6076
H 3.2284 -5.4439 -3.3142
H 2.7338 -7.4701 -2.5169
H 2.2018 -5.9080 -0.5428
H 0.9469 -7.1549 -0.6339
H -0.7993 -3.8126 -0.4765
H 0.8536 -4.0304 0.3519
H -0.5444 -5.1187 0.5049
H 0.9132 -7.3823 -4.1450
H 0.0114 -7.0999 -2.9023
C 5.4159 2.8857 0.3329
C 4.5755 3.4217 1.5391
C 3.2590 4.1539 1.1998
O 2.4779 4.7110 2.2615
C 1.1999 5.2041 1.7976
N 4.2302 2.3788 2.4461
H 5.9099 1.9214 0.4524
H 6.1454 3.6703 0.1319
H 4.6856 2.7844 -0.4699
H 5.1161 4.2181 2.0505
H 2.6634 3.4470 0.6220
H 3.4695 4.9672 0.5053
H 0.7344 4.4999 1.1080
H 1.3167 6.0605 1.1335
H 0.4556 5.4433 2.5571
H 3.5204 2.7827 3.0404
H 5.0533 2.1333 2.9775
C 0.6831 1.0704 -0.5867
C -0.1701 0.4789 0.5417
C -0.3366 -1.0458 0.3625
O -1.1825 -1.2701 -0.7797
C -2.4320 -1.8277 -0.5630
N 0.3937 0.8951 1.8561
H 1.7239 0.7473 -0.5630
H 0.5772 2.1265 -0.3387
H 0.2625 1.0025 -1.5900
H -1.1866 0.8600 0.4433
H -0.6945 -1.4988 1.2871
H 0.6966 -1.3326 0.1665
H -3.0094 -1.0127 -0.1265
H -2.3309 -2.6365 0.1607
H -2.7516 -2.1295 -1.5604
H 0.3830 1.9001 1.9559
H 1.3691 0.6871 1.6968
O -1.2916 3.0923 1.7552
H -0.8585 3.1248 2.6081
H -2.1808 2.7952 1.9487
O -1.6105 -1.0835 4.1281
H -0.8487 -0.5063 4.0751
H -2.2654 -0.6684 3.5669
C -5.9406 1.3461 3.1591
C -4.3889 1.1745 3.4101
O -3.6564 0.2512 2.6323
O -6.7888 0.1812 3.4726
H -6.0572 1.7250 2.1438
H -6.3052 2.1705 3.7719
H -4.2740 1.0172 4.4826
H -3.9250 2.1334 3.1791
H -3.3910 0.6660 1.8082
H -6.5926 -0.2132 4.3255
C -4.0090 1.8194 -1.7558
C -3.6096 1.5922 -3.1220
O -2.3046 1.9738 -3.5178
O -4.0722 3.2894 -1.4169
H -3.3466 1.2827 -1.0766
H -4.9816 1.3924 -1.5111
H -4.2138 2.2213 -3.7756
H -3.8804 0.5942 -3.4668
H -2.3757 2.8791 -3.8290
H -4.9536 3.6669 -1.3706
C 1.9951 4.0007 5.0998
C 1.7056 3.5224 6.5868
O 2.0446 2.1453 6.7562
O 1.2030 3.2365 4.1798
H 3.0625 3.9921 4.8789
H 1.7543 5.0616 5.0315
H 0.6226 3.4771 6.7007
H 2.1293 4.1435 7.3761
H 1.9303 1.8610 5.8465
H 1.6348 3.3795 3.3344
C 3.4119 -0.9771 3.9064
C 2.0685 -1.2655 4.6891
O 1.0951 -0.1461 4.4752
O 3.1140 -0.9552 2.5066
H 4.2750 -1.6361 4.0002
H 3.8713 -0.0141 4.1293
H 2.1580 -1.3616 5.7712
H 1.5692 -2.1403 4.2725
H 0.9777 -0.0718 3.5253
H 2.5061 -1.6969 2.4632
C 2.7868 1.6768 -3.5540
C 3.9997 1.0735 -2.9912
O 5.1067 1.2667 -3.8904
O 2.2118 1.1664 -4.7973
H 2.9255 2.7429 -3.7335
H 2.1081 1.6365 -2.7021
H 3.8126 0.0093 -2.8482
H 4.2362 1.6213 -2.0790
H 4.7883 1.3192 -4.7945
H 2.5203 1.8165 -5.4327
C -6.9454 -1.5102 -0.3018
C -6.1916 -2.8897 -0.5703
O -5.3684 -2.6697 -1.7588
O -6.0570 -0.4982 0.1349
H -7.6185 -1.6683 0.5408
H -7.6078 -1.2733 -1.1344
H -6.9813 -3.5914 -0.8388
H -5.5987 -3.2094 0.2866
H -5.8780 -2.9468 -2.5237
H -5.7107 -0.8468 0.9596
C -1.2055 5.5149 -2.7932
C -0.5844 4.8289 -1.5517
O -1.4672 4.8866 -0.4237
O -2.3979 4.9801 -3.0567
H -0.4907 5.3708 -3.6035
H -1.2545 6.5987 -2.6874
H 0.4117 5.2515 -1.4203
H -0.5247 3.7519 -1.7087
H -1.1065 4.2579 0.2058
H -2.6888 4.7774 -2.1646
C 5.2781 -1.7354 -0.4172
C 5.4929 -2.7636 -1.6003
O 4.4393 -3.6432 -1.6603
O 3.9578 -1.1785 -0.2054
H 5.9786 -0.9195 -0.5949
H 5.5106 -2.3870 0.4251
H 6.4438 -3.2812 -1.4742
H 5.5048 -2.1542 -2.5039
H 3.7084 -3.0243 -1.7268
H 3.9029 -0.8729 0.7031
C -2.6049 -4.6748 -3.5956
C -2.9878 -4.5995 -5.1646
O -3.9350 -3.7027 -5.4802
O -1.5625 -5.5704 -3.2282
H -3.4794 -4.9699 -3.0158
H -2.3195 -3.7255 -3.1422
H -3.1386 -5.6218 -5.5113
H -2.0568 -4.3209 -5.6585
H -3.4888 -3.0867 -6.0658
H -1.1299 -5.3177 -2.4093
*
```

The value obtained for the molecular weight is 862.1 g mol⁻¹. The total energy comes out at -84138.0930 eV. Its HOMO-LUMO gap is 0.333 Eh. For the LUMO energy, the calculation gives 0.229 eV.

=====

Below is C21H12Al2BBrClF29N2Na2O5PS as an isolated structure, with properties calculated with wB97M-V/def2-TZVPD.

Structure (ORCA input):
```
! wB97M-V def2-TZVPD RIJCOSX def2/J DEFGRID3
* xyz 1 1
C 4.8600 0.5518 -0.1110
C 5.6794 0.7792 -1.3816
Cl 5.6054 -0.7604 -2.3203
C 5.2072 1.9780 -2.2570
C 3.7248 2.2269 -2.2250
C 3.1500 2.9328 -1.2503
C 1.7510 3.1633 -1.1506
O 1.3248 3.9160 -0.0546
C 0.8887 2.6746 -2.0569
C -0.6088 2.8528 -1.9910
C -1.1549 2.4749 -0.6033
C -2.6839 2.3633 -0.6119
F -3.1358 3.6240 -0.6303
F -3.1688 1.7738 -1.7801
C -3.2237 1.7186 0.7095
F -2.4442 2.0634 1.7256
F -4.4251 2.2828 0.9590
C -3.5085 0.1780 0.7244
F -4.4151 -0.2046 -0.2605
F -4.1641 -0.0166 1.9009
C -2.2910 -0.7678 0.5695
F -1.2983 -0.4107 1.3648
F -1.8182 -0.5958 -0.7267
C -2.5952 -2.2820 0.6820
F -3.2834 -2.6888 -0.4040
F -3.4051 -2.5488 1.7322
C -1.3379 -3.2084 0.8920
F -1.8469 -4.4620 0.8609
F -0.8350 -3.0537 2.1113
C -0.2650 -3.1577 -0.2158
F 0.4991 -2.0485 -0.0615
F -0.7813 -3.0971 -1.4585
C 0.7401 -4.3910 -0.1891
F 0.9969 -4.8057 1.0344
F 0.2774 -5.3467 -0.9866
F 1.8750 -3.9453 -0.7465
C 1.4508 1.9581 -3.1323
N 0.7667 1.4245 -4.1431
S 1.8700 0.7455 -5.1031
N 3.2325 1.0392 -4.2945
C 2.8446 1.7306 -3.2287
H 4.7454 1.4956 0.4340
H 5.2925 -0.1972 0.5519
H 3.8497 0.2398 -0.3966
H 6.7079 0.9756 -1.0762
H 5.4437 1.6864 -3.2852
H 5.7952 2.8648 -2.0146
H 3.7901 3.3370 -0.4718
H 1.3696 3.3105 0.6979
H -1.0313 2.1164 -2.6851
H -0.9303 3.8704 -2.3156
H -0.6651 1.5617 -0.2548
H -0.9330 3.2460 0.1362
Na -5.9288 -1.1139 1.5158
B 0.1221 -6.1988 4.2338
O 0.9682 -6.8200 3.2377
C 0.7056 -8.1457 3.2370
O 1.2228 -8.9433 2.5277
C -0.3490 -8.4111 4.2944
O -0.8224 -9.4600 4.5786
O -0.6621 -7.2302 4.8719
F -0.6846 -5.2341 3.6664
F 1.0168 -5.5325 5.2869
F 2.9519 6.6872 -3.3865
P 1.7473 5.9599 -4.1880
F 2.6308 4.6616 -3.7383
F 0.7345 6.8223 -3.0836
F 0.4115 4.9596 -3.9578
F 1.8341 5.3476 -5.6827
F 1.6585 7.3274 -5.0434
Na -3.0599 0.0156 -2.6415
F -6.6525 -0.2994 4.3706
Al -6.4107 0.4016 5.9335
F -5.0991 1.4864 5.7988
F -6.0388 -0.8408 7.0263
F -7.8198 1.2174 6.3931
Al -0.5154 5.8379 -1.9936
Br 0.5502 -3.6622 5.5314
*
```

The value obtained for the molecular weight is 1212.4 g mol⁻¹. The total energy comes out at -239396.1395 eV. Its HOMO-LUMO gap is 0.189 Eh. For the LUMO energy, the calculation gives -6.839 eV.

=====

Copy entry 2 word for word.
Below is C12H15BeF4N2S4 as an isolated structure, with properties calculated with wB97M-V/def2-TZVPD.

Structure (ORCA input):
```
! wB97M-V def2-TZVPD RIJCOSX def2/J DEFGRID3
* xyz -1 1
Be 0.5460 -0.0014 -0.8167
C -2.2892 0.9069 -1.6922
C -1.2662 2.0482 -1.6675
N -0.1012 1.7763 -0.7571
C 0.9958 2.7403 -1.1313
C 2.2499 2.6501 -0.2461
C -0.5547 1.9641 0.6354
C -1.0420 0.6376 1.1850
N -0.3646 -0.4750 0.4815
C -0.3240 -1.7180 1.0538
C -0.3312 -2.9338 0.2547
F -0.2965 -2.8427 -1.1083
C -0.1989 -4.1472 0.8847
F 0.0306 -5.2192 0.1363
C -0.2933 -4.3088 2.2757
C -0.2404 -3.2047 3.0357
F -0.1519 -3.2099 4.3645
C -0.2050 -1.9699 2.4306
F -0.0808 -0.8870 3.2793
H -2.8392 0.9112 -2.6707
H -2.9934 1.1472 -0.8686
H -1.7619 -0.0630 -1.5538
H -1.7348 3.0021 -1.4641
H -0.8503 2.1632 -2.6689
H 0.5978 3.8026 -1.1021
H 1.1853 2.5377 -2.1831
H 2.1281 2.5240 0.8041
H 2.8288 3.5826 -0.4569
H 2.8361 1.8046 -0.6216
H -1.3561 2.7503 0.6432
H 0.2696 2.3881 1.2227
H -2.1381 0.6001 1.0241
H -0.8210 0.5899 2.2441
H -0.3211 -5.2957 2.7177
S 0.7379 -0.2562 -2.8691
S 2.0082 -1.7758 -3.0917
S 3.5982 -1.4094 -1.6385
S 2.5433 -0.8094 -0.0648
*
```

The value obtained for the molecular weight is 400.5 g mol⁻¹. The total energy comes out at -70284.2825 eV. Its HOMO-LUMO gap is 0.219 Eh. For the LUMO energy, the calculation gives 2.734 eV.